{"formula": "H19O9", "method": "wB97M-V/def2-TZVPD", "symbols": ["O", "H", "H", "H", "O", "H", "H", "O", "H", "H", "O", "H", "H", "O", "H", "H", "O", "H", "H", "O", "H", "H", "O", "H", "H", "O", "H", "H"], "xyz": [[-0.307, -0.463, 0.590], [0.098, -0.521, -0.412], [0.372, -0.068, 1.249], [-1.235, -0.081, 0.599], [0.666, -0.730, -2.050], [0.748, -1.526, -2.355], [0.365, -0.119, -2.652], [0.368, 1.962, -0.221], [0.597, 1.605, -1.063], [0.901, 2.703, 0.122], [2.859, 0.099, 0.351], [3.691, -0.145, 0.902], [2.472, 0.831, 0.870], [-2.665, 0.097, -1.934], [-2.887, -0.487, -2.606], [-3.290, 0.685, -2.378], [-3.147, -2.295, 1.187], [-2.820, -1.784, 1.972], [-2.436, -3.005, 0.984], [1.047, 0.261, 2.907], [0.973, -0.638, 3.334], [1.618, 0.829, 3.331], [3.445, -0.930, -2.327], [2.508, -1.065, -1.971], [3.551, -0.033, -2.060], [-2.589, 1.214, 1.330], [-2.594, 1.728, 0.381], [-2.300, 1.878, 1.933]], "forces_ev_per_angstrom": [[1.252, -0.556, -1.832], [-0.904, 0.082, 2.071], [-1.136, -0.029, -0.616], [0.640, 0.331, 0.464], [-0.155, 5.493, 6.274], [0.400, -7.285, -3.304], [-1.121, 1.718, -2.572], [-0.713, 0.495, 1.931], [0.989, 0.523, -0.815], [-0.087, -0.537, -1.173], [1.646, 0.039, 1.895], [-2.044, 0.458, -1.559], [0.288, -0.452, -0.389], [-0.134, 1.988, 0.617], [0.362, -3.668, -1.644], [-0.081, 1.736, 1.091], [2.243, -0.912, 0.261], [-0.414, -0.893, -1.029], [-1.804, 1.830, 0.770], [-2.758, -3.448, -1.819], [0.561, 1.773, -0.249], [2.012, 1.551, 1.871], [-2.286, -1.269, 0.393], [2.361, 0.153, -0.707], [0.631, 1.176, 0.304], [-0.012, 0.666, -4.594], [-0.113, -1.852, 3.546], [0.380, 0.889, 0.814]], "relative_energy_kcal_mol": 94.8, "total_charge": 1, "homo_lumo_gap_ha": 0.3806, "total_energy_ha": -688.2257}